1.
Here is 8 unconnected molecules or ions with the total composition C43H63BrN8S at a distorted geometry from the Open Molecules 2025 dataset. Energies are from the ωB97M-V functional and the def2-TZVPD basis.

The charge is 0. The value obtained for the energy is -5086.18471 a.u. As for the spin multiplicity: 1.

Cartesian coordinates (Å):
Br -7.949 -2.473 0.750
C -7.112 -2.613 2.584
C -6.252 -3.966 2.590
C -4.826 -3.852 3.315
C -3.808 -2.830 2.632
C -2.360 -2.788 3.233
C -1.221 -1.888 2.710
C -1.511 -0.976 1.497
C -2.957 -1.020 0.879
C -4.099 -1.914 1.422
S -3.164 0.085 -0.613
C -1.549 -0.221 -1.504
C -1.480 -0.404 -3.032
C -0.093 -0.701 -3.678
C 1.119 -0.806 -2.729
C 1.073 -0.600 -1.185
C -0.305 -0.305 -0.542
N -0.458 -0.108 0.914
H -7.971 -2.602 3.350
H -6.498 -1.670 2.785
H -6.860 -4.739 3.202
H -6.162 -4.440 1.540
H -4.882 -3.612 4.431
H -4.339 -4.898 3.224
H -2.104 -3.484 4.115
H -0.171 -1.900 3.206
H -5.122 -1.909 0.928
H -2.459 -0.326 -3.629
H -0.063 -0.862 -4.805
H 2.138 -1.059 -3.200
H 2.012 -0.699 -0.536
H 0.397 -0.348 1.435
C -3.538 3.506 -2.236
C -3.267 4.917 -1.725
C -4.486 5.550 -1.051
C -5.619 5.649 -2.031
N -6.509 5.726 -2.803
H -4.314 3.498 -3.006
H -2.634 3.084 -2.682
H -3.854 2.848 -1.421
H -2.941 5.541 -2.564
H -2.440 4.883 -1.010
H -4.237 6.552 -0.691
H -4.805 4.952 -0.193
C 3.807 2.238 -1.390
C 4.077 3.648 -0.877
C 2.854 4.284 -0.210
C 1.726 4.385 -1.196
N 0.840 4.465 -1.973
H 3.036 2.231 -2.164
H 4.713 1.814 -1.831
H 3.485 1.581 -0.577
H 4.409 4.272 -1.713
H 4.899 3.613 -0.156
H 3.102 5.285 0.152
H 2.529 3.685 0.645
C -4.120 9.224 1.208
C -4.536 9.254 2.675
C -3.751 8.264 3.538
C -3.978 6.863 3.047
N -4.158 5.762 2.660
H -4.314 8.249 0.755
H -4.685 9.964 0.637
H -3.055 9.449 1.098
H -5.607 9.038 2.744
H -4.387 10.265 3.066
H -4.075 8.334 4.579
H -2.681 8.487 3.501
C -1.545 -1.400 6.821
C -0.352 -2.180 7.364
C 0.959 -1.396 7.268
C 1.251 -1.067 5.833
N 1.477 -0.809 4.703
H -1.431 -1.176 5.756
H -2.463 -1.983 6.932
H -1.674 -0.456 7.359
H -0.264 -3.119 6.807
H -0.534 -2.442 8.410
H 1.781 -1.992 7.673
H 0.895 -0.469 7.843
C 5.489 -2.475 -6.670
C 5.536 -3.587 -5.627
C 4.415 -3.479 -4.589
C 4.527 -2.177 -3.849
N 4.616 -1.154 -3.267
H 5.628 -1.490 -6.217
H 6.287 -2.609 -7.404
H 4.533 -2.478 -7.203
H 6.508 -3.562 -5.125
H 5.460 -4.553 -6.133
H 4.483 -4.302 -3.874
H 3.436 -3.531 -5.074
C 3.973 -0.869 -11.108
C 5.190 -1.185 -11.971
C 6.042 -2.323 -11.405
C 6.555 -1.948 -10.044
N 6.957 -1.652 -8.974
H 4.264 -0.526 -10.112
H 3.380 -0.073 -11.564
H 3.332 -1.749 -10.995
H 5.798 -0.281 -12.072
H 4.852 -1.459 -12.975
H 6.892 -2.521 -12.064
H 5.454 -3.241 -11.325
C 2.552 -5.343 6.640
C 2.615 -6.447 7.691
C 1.502 -6.338 8.735
C 1.611 -5.031 9.465
N 1.704 -3.991 10.056
H 2.687 -4.354 7.085
H 3.345 -5.476 5.901
H 1.592 -5.356 6.114
H 3.591 -6.411 8.184
H 2.542 -7.417 7.192
H 1.581 -7.156 9.456
H 0.520 -6.401 8.258


2.
Here is C20H25N3O5P4 in the gas phase at a distorted geometry from the Open Molecules 2025 dataset. Energies are from the ωB97M-V functional and the def2-TZVPD basis.

The charge is 0. The value obtained for the energy is -2682.91217 a.u. As for the spin multiplicity: 1.

Cartesian coordinates (Å):
C -3.259 -2.870 -4.546
C -2.958 -1.411 -4.242
C -2.915 -1.105 -2.720
C -1.574 -0.592 -2.311
C -1.184 0.685 -2.266
P -2.356 1.993 -2.696
O -3.050 1.820 -3.990
C 0.216 0.975 -1.890
O 0.847 1.832 -2.447
C 0.769 0.101 -0.813
C 1.665 0.562 0.150
C 2.061 2.029 0.091
O 2.236 2.667 1.345
C 1.107 3.238 1.880
C 1.267 4.485 2.476
C 0.193 5.131 3.075
C -1.062 4.530 3.067
C -1.214 3.284 2.475
C -0.140 2.626 1.885
C 2.162 -0.353 1.103
P 3.330 0.288 2.385
N 2.558 0.828 3.649
C 1.763 -1.715 1.104
P 2.643 -2.809 2.348
N 2.084 -2.084 3.790
O 1.954 -4.301 2.410
C 0.832 -2.134 0.126
P 0.263 -3.881 0.044
N 1.341 -4.827 -0.591
C 0.363 -1.229 -0.828
C -0.562 -1.623 -1.933
O -0.490 -2.671 -2.502
H -2.480 -3.516 -4.153
H -4.241 -3.170 -4.195
H -3.249 -2.999 -5.626
H -2.009 -1.136 -4.689
H -3.719 -0.786 -4.699
H -3.056 -2.053 -2.203
H -3.720 -0.452 -2.401
H -3.258 1.975 -1.613
H -1.632 3.196 -2.639
H 1.332 2.596 -0.468
H 2.999 2.135 -0.447
H 2.246 4.936 2.483
H 0.353 6.092 3.535
H -1.880 5.045 3.543
H -2.183 2.808 2.489
H -0.263 1.650 1.444
H 4.080 1.276 1.726
H 4.202 -0.775 2.658
H 2.749 1.810 3.791
H 1.306 -1.443 3.682
H 1.908 -2.767 4.515
H 1.095 -4.297 2.853
H -0.952 -3.885 -0.649
H -0.147 -4.178 1.353
H 1.629 -5.528 0.083


3.
Here is 2 unconnected molecules or ions with the total composition C3H8NO at a distorted geometry from the Open Molecules 2025 dataset. Energies are from the ωB97M-V functional and the def2-TZVPD basis.

The charge is -1. The value obtained for the energy is -248.86836 a.u. As for the spin multiplicity: 1. As for the energy above the lowest of the compared OMol25 structures with the same formula, charge and spin: 5.9391 eV.

Cartesian coordinates (Å):
C 0.114 -0.237 -0.599
N -1.167 -0.823 -1.225
C 0.024 1.382 -0.651
C 0.158 0.738 0.737
O 1.288 0.663 1.455
H -0.326 -1.089 -0.095
H 0.501 -2.535 1.128
H 1.162 -0.492 -0.790
H -1.821 0.060 -1.143
H 0.909 1.868 -1.109
H -0.895 1.955 -0.755
H 0.822 -2.280 1.757
H -0.767 0.788 1.290


4.
Here is 12 unconnected molecules or ions with the total composition C28H65N2O13 at a distorted geometry from the Open Molecules 2025 dataset. Energies are from the ωB97M-V functional and the def2-TZVPD basis.

The charge is +1. The value obtained for the energy is -2192.44307 a.u. As for the spin multiplicity: 1.

Cartesian coordinates (Å):
C 5.932 -1.767 -0.064
C 4.782 -0.635 -0.390
C 4.326 0.560 0.652
C 3.139 1.581 0.161
C 2.393 1.494 -1.332
C 1.238 2.620 -1.620
C 1.133 3.133 -3.173
C -0.176 2.080 -0.974
C 2.868 0.306 -2.355
O 2.292 0.177 -3.701
C 0.894 -0.274 -3.679
C 0.650 -1.623 -2.715
C -0.620 -1.543 -1.762
C -0.817 -2.833 -0.795
C -2.034 -3.021 0.278
C -1.660 -2.110 1.608
O -0.382 -1.696 1.719
C 0.371 -3.882 -1.066
N 1.410 -3.675 -2.075
N 1.657 -2.655 -2.922
C 4.049 -0.718 -1.860
H 5.736 -2.673 -0.807
H 7.031 -1.370 -0.133
H 5.674 -2.190 1.020
H 4.862 0.617 1.699
H 2.837 2.443 0.927
H 1.541 3.578 -0.976
H 0.201 2.706 -3.748
H 0.963 4.313 -3.127
H 2.160 2.950 -3.716
H 0.133 1.420 -0.028
H -0.706 3.040 -0.501
H -0.867 1.509 -1.727
H 0.627 -0.654 -4.778
H 0.104 0.552 -3.428
H -1.335 -0.619 -1.775
H -3.010 -2.530 -0.189
H -2.314 -4.133 0.529
H -2.456 -1.791 2.413
H 0.388 -4.866 -0.409
H 2.118 -4.468 -2.175
H 4.385 -1.552 -2.646
C 0.607 -5.072 3.192
O -0.013 -5.584 2.026
H 1.231 -5.852 3.634
H 1.232 -4.215 2.927
H -0.159 -4.770 3.910
H -0.559 -4.870 1.656
C -5.397 -1.758 -1.901
O -4.543 -1.190 -0.925
H -4.813 -1.981 -2.797
H -5.831 -2.683 -1.512
H -6.189 -1.048 -2.151
H -5.088 -1.003 -0.142
C 4.316 -5.531 3.379
O 4.080 -5.840 2.018
H 5.382 -5.336 3.519
H 3.745 -4.642 3.656
H 4.018 -6.378 4.003
H 3.127 -6.008 1.924
C -5.083 1.656 -3.617
O -4.080 0.657 -3.643
H -5.022 2.245 -4.535
H -6.066 1.185 -3.554
H -4.924 2.310 -2.756
H -4.159 0.151 -2.817
C -3.583 4.247 0.828
O -2.580 3.248 0.802
H -3.522 4.836 -0.090
H -4.566 3.776 0.892
H -3.424 4.901 1.690
H -2.659 2.742 1.629
C -1.783 6.797 -2.322
O -0.780 5.798 -2.348
H -1.722 7.386 -3.240
H -2.766 6.326 -2.258
H -1.624 7.451 -1.460
H -0.859 5.292 -1.521
C -3.736 -2.286 5.075
O -2.562 -3.045 5.295
H -4.481 -2.558 5.826
H -3.505 -1.221 5.162
H -4.130 -2.503 4.079
H -1.919 -2.782 4.614
C -1.050 9.725 -5.261
O -1.562 10.720 -4.394
H -0.130 9.320 -4.833
H -1.783 8.923 -5.369
H -0.831 10.168 -6.236
H -2.377 11.061 -4.799
C 4.246 0.225 4.877
O 4.954 1.134 4.054
H 4.097 -0.708 4.329
H 4.824 0.025 5.782
H 3.274 0.651 5.139
H 5.072 1.952 4.567
C 7.308 -3.688 -3.767
O 6.482 -4.130 -2.706
H 7.508 -2.622 -3.642
H 8.252 -4.238 -3.749
H 6.797 -3.852 -4.720
H 6.321 -5.079 -2.844
C -5.884 -0.614 7.807
O -6.120 -0.923 6.446
H -4.818 -0.419 7.947
H -6.455 0.276 8.084
H -6.182 -1.461 8.431
H -7.073 -1.091 6.352